{
  "formula": "C5H10O2",
  "method": "wB97M-V/def2-TZVPD",
  "mol_weight_da": 102.1,
  "e_tot_ha": -346.97562,
  "e_lumo_ev": 0.8172,
  "smiles": "C[C@@H](O)CCC=O",
  "symbols": ["O", "O", "C", "C", "C", "C", "C", "H", "H", "H", "H", "H", "H", "H", "H", "H", "H"],
  "coordinates": [[-1.028, 1.235, -0.795], [1.645, 1.826, -0.900], [-2.264, -0.612, -0.116], [-0.868, -0.132, -0.506], [2.209, 0.923, -0.325], [0.092, -0.400, 0.669], [1.613, -0.152, 0.544], [2.125, -1.073, 0.240], [-2.308, -1.690, 0.069], [-0.149, 1.626, -0.931], [-2.576, -0.086, 0.794], [3.315, 0.834, -0.409], [2.031, 0.060, 1.538], [-0.532, -0.686, -1.403], [-0.310, 0.152, 1.526], [-0.013, -1.467, 0.906], [-2.983, -0.360, -0.902]]
}

{
  "formula": "C8H15AlBrF4NO2",
  "method": "wB97M-V/def2-TZVPD",
  "mol_weight_da": 340.1,
  "e_tot_ha": -3735.18791,
  "e_lumo_ev": -1.1409,
  "symbols": ["Br", "Al", "F", "F", "F", "F", "O", "O", "N", "C", "C", "C", "C", "C", "C", "C", "C", "H", "H", "H", "H", "H", "H", "H", "H", "H", "H", "H", "H", "H", "H", "H"],
  "coordinates": [[1.422, -1.033, 4.630], [-2.481, 3.700, -3.749], [-3.779, 2.626, -3.611], [-1.651, 3.426, -5.186], [-1.429, 3.311, -2.442], [-2.995, 5.291, -3.617], [3.015, 0.445, 0.845], [0.423, -2.750, 2.741], [-0.375, -0.711, 0.808], [-0.560, 0.614, 0.131], [1.727, -1.012, -0.629], [-1.360, 0.792, -0.891], [0.281, -0.411, 2.120], [0.611, -1.606, 2.984], [-1.723, -1.331, 1.051], [0.433, -1.617, -0.114], [2.861, -0.904, 0.403], [2.627, -1.479, 1.302], [-0.239, -1.813, -0.947], [-2.128, 0.097, -1.208], [-1.603, -2.217, 1.668], [0.617, -2.564, 0.390], [1.554, -0.038, -1.083], [3.808, 0.831, 0.470], [-2.344, -0.601, 1.561], [-2.155, -1.613, 0.099], [0.039, 1.404, 0.558], [2.065, -1.667, -1.436], [3.794, -1.283, -0.011], [1.187, 0.176, 1.954], [-0.396, 0.232, 2.685], [-1.247, 1.706, -1.477]]
}

{
  "formula": "C22H45HfN2OP3",
  "method": "wB97M-V/def2-TZVPD",
  "total_charge": 4,
  "mol_weight_da": 625.0,
  "e_tot_ha": -2120.58604,
  "e_lumo_ev": -14.0093,
  "symbols": ["Hf", "P", "P", "P", "O", "N", "N", "C", "C", "C", "C", "C", "C", "C", "C", "C", "C", "C", "C", "C", "C", "C", "C", "C", "C", "C", "C", "C", "C", "H", "H", "H", "H", "H", "H", "H", "H", "H", "H", "H", "H", "H", "H", "H", "H", "H", "H", "H", "H", "H", "H", "H", "H", "H", "H", "H", "H", "H", "H", "H", "H", "H", "H", "H", "H", "H", "H", "H", "H", "H", "H", "H", "H", "H"],
  "coordinates": [[-0.285, -0.282, 0.689], [-2.062, -2.157, 0.898], [1.226, -1.202, 2.667], [1.877, -1.868, -1.632], [-0.428, 0.602, -0.996], [-0.581, 1.428, 1.910], [0.506, 2.246, 2.070], [1.288, -1.773, -3.326], [-2.953, 1.456, 2.635], [0.755, 1.722, -4.558], [-2.060, 3.450, -5.432], [1.339, 2.364, -3.459], [-1.605, 2.035, 2.584], [2.838, -0.329, 2.652], [-0.307, 1.355, -2.092], [0.773, 2.250, -2.198], [-1.563, -3.608, 1.905], [-1.109, 1.013, -3.198], [1.546, -3.418, -0.798], [-3.738, -1.812, 1.565], [1.724, -2.913, 3.084], [-2.456, -2.964, -0.705], [-0.476, 1.062, -4.432], [0.237, 3.293, 2.863], [1.224, 4.311, 3.252], [-1.062, 4.353, -5.458], [0.523, -0.673, 4.280], [-1.123, 3.198, 3.150], [3.630, -1.502, -1.624], [-0.410, -1.219, 4.469], [1.170, 2.735, -1.293], [2.776, -2.933, 3.393], [0.297, 0.399, 4.285], [-2.426, -4.281, 2.009], [2.212, 4.132, 2.810], [-2.756, -2.193, -1.431], [-1.990, 2.509, -5.990], [-2.991, 0.563, 3.283], [-3.012, 3.645, -4.915], [2.215, 2.991, -3.626], [-0.733, -4.152, 1.436], [-1.576, -3.490, -1.102], [1.220, 1.818, -5.545], [-4.155, -0.949, 1.026], [4.103, -1.943, -2.512], [-1.241, -3.282, 2.903], [1.352, 4.361, 4.341], [-3.281, -3.682, -0.570], [3.798, -0.416, -1.640], [0.213, -1.999, -3.363], [2.364, -3.661, -0.105], [0.877, 5.307, 2.936], [-3.657, -1.544, 2.629], [1.429, -4.223, -1.536], [1.437, -0.755, -3.703], [3.183, -0.203, 1.611], [-1.712, 3.900, 3.720], [1.231, -0.885, 5.091], [-3.661, 2.189, 3.054], [-0.984, 0.682, -5.323], [1.832, -2.469, -3.984], [1.401, 2.024, 1.649], [1.607, -3.574, 2.216], [1.114, -3.302, 3.909], [1.159, -0.819, -0.907], [3.584, -0.932, 3.195], [-4.426, -2.666, 1.459], [0.615, -3.332, -0.207], [2.756, 0.662, 3.132], [-3.320, 1.182, 1.631], [4.106, -1.925, -0.730], [-0.149, 4.154, -6.033], [-2.114, 0.617, -3.011], [-1.137, 5.323, -4.954]]
}